--- a ---
This record from OMol25 describes an isolated ion of composition C3H7N4 and charge +1. The level of theory is ωB97M-V/def2-TZVPD.

Computed properties:
net charge = +1
frontier orbital gap = 7.2 eV
structure (SMILES) = N=[N+]=C/C=N/CN
HOMO energy = -13.39 eV
2S+1 = 1

Cartesian coordinates (Å):
N -2.3689 -0.2558 -0.5787
N 1.1706 -0.9307 1.9840
N 0.1073 -0.2257 -0.0992
N -1.9913 0.7438 -1.1033
C -1.0695 1.4912 -1.3860
C 1.3284 -0.6726 0.6158
C 0.1989 0.8190 -0.8522
H -1.1654 2.4176 -1.8100
H 0.7787 -0.2437 2.5111
H 0.8627 -1.8425 2.2852
H -2.5833 -1.0336 -1.1737
H 1.1875 1.3201 -0.9756
H 2.0518 0.0085 0.4406
H 1.4923 -1.5955 0.1420

=====

--- b ---
This record from OMol25 describes an isolated ion of composition C3H7N4 and charge +1. The level of theory is ωB97M-V/def2-TZVPD.

Computed properties:
net charge = +1
frontier orbital gap = 7.6 eV
structure (SMILES) = Nc1ccnn1[NH3+]
HOMO energy = -13.56 eV
2S+1 = 1

Cartesian coordinates (Å):
N -1.1575 -1.8675 0.3445
N -0.9460 0.1711 -1.1754
N -1.2736 -0.5180 0.4171
N -0.0697 1.3043 1.2971
C 0.0041 -2.1945 0.8680
C -0.0654 -0.0087 1.1359
C 0.7285 -1.0301 1.2549
H 0.3921 -3.1010 1.0333
H -1.4685 0.1722 -2.0349
H -0.0609 -0.3064 -1.2252
H -0.8792 1.8433 1.3132
H -0.9048 1.1211 -0.7912
H 1.7817 -1.2192 1.5594
H 0.7237 1.6718 1.8326

=====

What should be chosen as the most stable of them? Choose b.

=====

--- a ---
This record from OMol25 describes a 2-piece molecular cluster, C3H7N4 overall. The level of theory is ωB97M-V/def2-TZVPD.

Computed properties:
net charge = +1
frontier orbital gap = 5.3 eV
HOMO energy = -12.29 eV
2S+1 = 1

Cartesian coordinates (Å):
N 1.0247 0.6430 -1.0788
N -0.6298 -3.2820 -0.0393
N -0.3650 -0.8664 -0.2390
N -1.7046 -3.3501 0.2945
C 0.6295 1.2464 0.1359
C -0.1885 0.0952 0.7768
C 0.2649 -0.4743 -1.3053
H 0.0496 2.0423 -0.1038
H 1.5741 1.4950 0.6691
H 1.8153 0.8005 -1.6273
H 0.2294 -1.0835 -2.2512
H 0.2887 -0.2504 1.5930
H -2.2670 -3.8475 0.9592
H -1.1735 0.6547 1.1073

=====

--- b ---
This record from OMol25 describes an isolated ion of composition C3H7N4 and charge +1. The level of theory is ωB97M-V/def2-TZVPD.

Computed properties:
net charge = +1
frontier orbital gap (spin up / spin down) = 7.1 / 7.1 eV
structure (SMILES) = C[C@]1(N)N=NC=[NH+]1
HOMO energy (spin up / spin down) = -13.60 / -13.60 eV
2S+1 = 1

Cartesian coordinates (Å):
N -1.2210 -0.4152 1.1991
N 0.9956 0.9918 0.6467
N 1.9689 0.4628 0.1699
N 0.4112 -1.0111 -0.3293
C -0.3282 -0.0720 0.2722
C -0.7928 1.0946 -0.6962
C 1.7816 -0.8302 -0.3080
H -1.6303 0.8774 -1.2927
H 2.5835 -1.3297 -0.8360
H -1.0116 -1.2364 1.6030
H -0.9721 1.9852 -0.1217
H 0.0058 -1.9761 -0.7070
H -1.8937 0.2236 1.6934
H 0.1030 1.2353 -1.2932

=====

--- c ---
This record from OMol25 describes an isolated ion of composition C3H7N4 and charge +1. The level of theory is ωB97M-V/def2-TZVPD.

Computed properties:
net charge = +1
frontier orbital gap (spin up / spin down) = 8.1 / 8.1 eV
structure (SMILES) = NN1C=NC=[NH+]C1
HOMO energy (spin up / spin down) = -13.73 / -13.73 eV
2S+1 = 1

Cartesian coordinates (Å):
N 1.5736 -0.0291 1.3280
N -1.3936 0.4731 0.0669
N -0.6147 -1.1264 -1.3655
N 0.8763 0.0967 0.1128
C 0.5703 -1.1275 -0.8481
C -0.1079 1.1375 0.0198
C -1.6831 -0.5446 -0.7461
H -0.0529 1.5311 -1.0181
H -2.7486 -0.7177 -0.9501
H -0.0895 1.7461 0.9206
H 1.4257 -1.6930 -1.0602
H -2.0736 0.6157 0.9097
H 1.9901 -0.9642 1.3826
H 2.3279 0.6024 1.2476

=====

What should be chosen as the most stable of them? Choose c.

=====

--- a ---
This record from OMol25 describes a single C6H10N2 molecule. The level of theory is ωB97M-V/def2-TZVPD.

Computed properties:
frontier orbital gap = 9.6 eV
structure (SMILES) = N[C@@H]1C=C[C@]2(CN2)C1
HOMO energy = -8.60 eV
2S+1 = 1

Cartesian coordinates (Å):
N -1.0411 1.9368 0.4943
N 1.9252 -1.8637 0.5756
C -0.5053 0.7686 -0.4326
C -0.9639 -0.5299 -0.8754
C 0.8274 0.4011 0.3874
C -0.5623 2.2398 -0.6880
C 0.5647 -1.1754 0.7487
C -0.5928 -1.6802 -0.1925
H 1.6796 0.2946 -0.2077
H -1.6813 -0.9013 -1.8075
H 0.2133 -1.2984 1.7381
H -1.2270 -2.4892 -0.5088
H -1.1573 2.8258 -1.6916
H 0.5949 2.6257 -0.4115
H 2.0838 -2.8503 0.5420
H -2.0915 1.8181 0.3976
H 1.9109 -1.8038 -0.4969
H 0.8793 1.1236 1.2711

=====

--- b ---
This record from OMol25 describes C6H10N2 as an isolated structure. The level of theory is ωB97M-V/def2-TZVPD.

Computed properties:
frontier orbital gap = 8.1 eV
HOMO energy = -7.09 eV
2S+1 = 1

Cartesian coordinates (Å):
N 1.0497 -0.6715 0.7794
N -0.3879 1.0226 -0.6060
C 0.8843 0.7716 0.9286
C -0.2320 -1.1648 0.2316
C -1.0130 -1.5972 -1.0541
C -0.7349 1.0072 0.6374
C -0.3351 -0.2599 -1.0745
C 0.9508 1.5095 -0.3734
H -1.1142 -1.1262 1.0098
H -1.6165 0.1506 0.9053
H 1.7718 0.9873 -0.9654
H -0.9594 2.1260 0.8397
H -0.7017 -2.4541 -1.7432
H 1.1545 2.6570 -0.2476
H 1.2500 0.8989 1.9791
H 0.4607 -0.6461 -1.8807
H 1.5608 -1.4057 1.5724
H -1.9879 -1.8053 -0.9385

=====

--- c ---
This record from OMol25 describes a single C6H10N2 molecule. The level of theory is ωB97M-V/def2-TZVPD.

Computed properties:
frontier orbital gap = 9.6 eV
structure (SMILES) = C1=CC2(CNC2)NC1
HOMO energy = -8.58 eV
2S+1 = 1

Cartesian coordinates (Å):
N 2.3759 0.2074 0.0990
N -0.7764 -1.0052 -0.4620
C 0.2809 -0.0038 -0.0825
C 1.3386 -0.3077 0.9768
C -0.5856 1.3130 0.0239
C 1.4918 0.2299 -1.0595
C -2.1152 -0.5687 -0.0524
C -1.8680 0.9330 0.1108
H -2.6813 1.6330 0.2896
H 1.2465 0.2130 1.9204
H -2.3711 -1.0438 0.9580
H 1.2882 1.2123 -1.6385
H 1.5623 -0.5827 -1.8619
H 3.2237 -0.3082 -0.0090
H 1.4049 -1.4627 1.2543
H -0.7079 -1.9083 -0.1058
H -0.1445 2.2930 0.3467
H -2.9627 -0.8437 -0.7078

=====

--- d ---
This record from OMol25 describes a single C6H10N2 molecule. The level of theory is ωB97M-V/def2-TZVPD.

Computed properties:
frontier orbital gap = 9.1 eV
structure (SMILES) = [H]/N=C/C(C)=C(\N)C=C
HOMO energy = -8.21 eV
2S+1 = 1

Cartesian coordinates (Å):
N -0.8154 -1.1734 1.3934
N -2.3132 1.4735 -1.5221
C -1.9311 0.6946 -0.6020
C 2.2567 -0.9471 1.5377
C -0.0975 -0.5729 0.4128
C 1.5467 -0.8426 0.4221
C 0.4986 1.1888 -1.3892
C -0.3014 0.4641 -0.3720
H -0.3352 -1.7387 2.0744
H 0.1191 2.2045 -1.4840
H -1.7125 -1.5501 1.1313
H 0.3686 0.7312 -2.3729
H 1.8214 -0.7599 2.5103
H 2.0054 -0.9837 -0.5483
H 1.5640 1.3049 -1.2018
H -2.6402 0.1651 0.0588
H -3.3227 1.6137 -1.5819
H 3.2887 -1.2720 1.5333

=====

What should be chosen as the most stable of them? Choose c.

=====

--- a ---
This record from OMol25 describes a single C6H10N2 molecule. The level of theory is ωB97M-V/def2-TZVPD.

Computed properties:
frontier orbital gap = 9.9 eV
structure (SMILES) = N[C@H]1[C@H]2C=C[C@]1(N)C2
HOMO energy = -8.88 eV
2S+1 = 1

Cartesian coordinates (Å):
N -1.8278 1.1746 -0.4345
N -0.1214 -1.8641 -1.3201
C -0.0479 0.2285 1.6578
C 0.5139 1.0701 0.5876
C 1.4453 0.0644 -0.1559
C -0.4139 0.8388 -0.6403
C -0.3285 -0.8960 1.0127
C 0.1681 -0.6706 -0.5460
H -0.2714 -1.8371 -2.3184
H 0.6405 -2.5572 -1.1010
H 2.0785 -0.4194 0.5828
H -0.8248 -1.7912 1.3861
H -2.1262 0.3842 0.0454
H 2.0559 0.5106 -0.9559
H -0.1189 0.4606 2.6826
H 0.8241 2.1187 0.8601
H -0.0508 1.2117 -1.5290
H -1.5948 1.9733 0.1863

=====

--- b ---
This record from OMol25 describes a 2-piece molecular cluster, C6H10N2 overall. The level of theory is ωB97M-V/def2-TZVPD.

Computed properties:
frontier orbital gap = 10.0 eV
structure (SMILES) = [H]/N=C(\C)C(=C)C.C#N
HOMO energy = -9.47 eV
2S+1 = 1

Cartesian coordinates (Å):
N 1.5859 0.1689 1.2442
N -2.8952 0.8910 1.7729
C 1.0127 1.5576 -1.0430
C 0.7915 -0.3701 0.4170
C -1.8652 1.3574 1.8994
C 0.4961 0.3476 -0.8384
C -0.3844 -0.3225 -1.8485
C 0.0795 -1.6730 0.6662
H 1.6495 2.0071 -0.3020
H -1.3446 -0.5883 -1.4111
H 0.8203 2.1157 -1.9432
H -0.8898 1.7683 1.9930
H -0.5557 0.3364 -2.6959
H 0.1467 -2.3426 -0.1878
H 0.4964 -2.1721 1.5404
H 0.0848 -1.2379 -2.2137
H 1.7474 -0.3723 2.0925
H -0.9758 -1.4714 0.8581

=====

--- c ---
This record from OMol25 describes a single C6H10N2 molecule. The level of theory is ωB97M-V/def2-TZVPD.

Computed properties:
frontier orbital gap = 9.9 eV
structure (SMILES) = N#CN1CCCCC1
HOMO energy = -9.00 eV
2S+1 = 1

Cartesian coordinates (Å):
N -0.6852 -0.1802 0.6421
N -2.8191 -0.0167 -0.7763
C 0.2267 -1.3146 0.4746
C 0.8420 1.4187 -0.4679
C 2.0026 0.3233 -0.2319
C 1.5227 -1.1724 -0.4378
C -0.2614 1.1866 0.7067
C -1.9528 -0.3307 -0.0249
H -0.9843 1.9287 0.4376
H 2.5640 0.6422 0.8379
H 2.1566 -2.0029 -0.1079
H 1.3400 2.3366 -0.2516
H 0.0914 1.3975 1.7928
H 2.8081 0.4149 -0.8935
H -0.1449 -2.2538 0.3231
H 0.5751 0.9883 -1.4365
H 1.2245 -1.3399 -1.5306
H 0.6209 -1.3983 1.6545

=====

What should be chosen as the most stable of them? Choose b.